1.
A single C8H7NO3 molecule in a non-equilibrium geometry, computed with ωB97M-V/def2-TZVPD.

Each line ends with the Mulliken charge.
Cartesian coordinates (Å):
1 O 1.92868 1.07985 -0.31207  -0.3296
2 C -0.45287 1.39855 -0.33168  0.8765
3 O -0.74347 1.29119 -1.50447  -0.5343
4 H 0.96857 1.52138 1.32764  0.5346
5 C -0.54275 -1.76300 -0.91675  -0.4346
6 C 0.43916 -1.22718 -0.04831  1.0992
7 H -2.54092 -1.27378 -1.12493  0.4312
8 C -1.70875 -1.10324 -0.53661  -0.4613
9 N -1.53684 -0.40849 0.63389  0.0762
10 H 2.16376 -0.22737 1.29398  0.5792
11 C -0.17237 -0.69904 1.08513  -0.9726
12 C 2.44949 -0.09997 0.28973  -0.4069
13 H -1.67275 1.40819 1.48637  0.3934
14 H 3.55418 -0.04816 -0.06441  0.2358
15 C -1.70004 1.02088 0.55673  -0.9429
16 H -0.49972 -2.38404 -1.83544  0.3761
17 O 1.74604 -1.21771 -0.29501  -0.4496
18 H -2.53740 1.11987 0.02077  0.4874
19 C 0.85801 1.61206 0.27545  -0.5578

HOMO (alpha / beta) ... -8.6 / -8.6 eV
LUMO level (alpha / beta) ... -1.28 / -1.12 eV
Gap between HOMO and LUMO (alpha / beta) ... 7.32 / 7.51 eV
Total energy ... -589.2588 a.u.

---

2.
A molecular structure, C8H7NOS in a non-equilibrium geometry, computed with ωB97M-V/def2-TZVPD.

Each line ends with the Mulliken charge.
Cartesian coordinates (Å):
1 H 2.64314 0.08031 1.54527  0.3263
2 N -1.03409 0.47094 -4.24224  -0.4526
3 H -0.63412 -1.57384 -1.87794  0.4025
4 C 0.31374 -0.79169 -0.13342  0.2150
5 H -1.59897 -1.66700 1.27481  0.3690
6 C -0.40582 -0.68442 -1.28376  -0.4634
7 C -0.90082 0.63150 -1.66013  0.3054
8 C 0.26404 -1.69411 1.01898  -0.3764
9 S -0.88015 1.25366 0.97927  -0.1438
10 H -1.59567 2.57094 -0.77656  0.4296
11 C -1.01689 0.65082 -3.09760  0.0319
12 C 0.50771 0.19335 0.92124  0.4841
13 H 1.43365 1.01157 2.55756  0.3351
14 C 1.76339 0.76305 1.54562  -1.2800
15 O -0.78981 -2.11563 1.58178  -0.4752
16 H 2.03001 1.61237 0.96682  0.3311
17 H 1.04595 -2.30820 1.42799  0.3975
18 C -1.14530 1.59636 -0.74769  -0.4362

HOMO ... -7.8 eV
LUMO level ... -0.44 eV
Gap between HOMO and LUMO ... 7.39 eV
Total energy ... -837.0727 a.u.

---

3.
A single C8H7NS molecule in a non-equilibrium geometry, computed with ωB97M-V/def2-TZVPD.

Each line ends with the Mulliken charge.
Cartesian coordinates (Å):
1 S 3.94103 0.32684 0.59782  -0.3370
2 H -3.44697 -0.71627 -0.21778  0.2469
3 C 0.73851 0.19167 -0.16960  0.0887
4 N 1.76293 0.60865 -0.77145  -0.1300
5 C -0.34500 1.04588 0.25193  -0.2125
6 H -2.70619 -0.18260 -1.68527  0.2197
7 H -0.67678 -0.31187 1.96722  0.2723
8 C 0.41221 -2.48536 -0.37140  0.3422
9 C 3.05077 0.75310 -0.71091  -0.1956
10 C -1.08539 0.58526 1.51011  -0.5805
11 C -2.61275 -0.11014 -0.54969  -0.6471
12 H 0.16004 -3.53490 -0.51973  0.4288
13 H -1.46495 1.38188 2.12280  0.2744
14 C -1.70736 0.48489 0.17746  0.1492
15 C 0.49451 -1.29847 -0.20949  -0.6243
16 H -0.05006 2.17598 0.10339  0.3112
17 H 3.53544 1.08545 -1.52543  0.3935

HOMO ... -8.1 eV
LUMO level ... -0.59 eV
Gap between HOMO and LUMO ... 7.49 eV
Total energy ... -761.7688 a.u.
SMILES ... C#C/C(=N\C=S)[C@@H]1CC1=C

---

4.
A gas-phase ion, C8H7O2S (charge -1) in a non-equilibrium geometry, computed with ωB97M-V/def2-TZVPD.

Each line ends with the Mulliken charge.
Cartesian coordinates (Å):
1 H 1.63151 -2.24817 -1.20196  0.4194
2 C -1.23468 1.14160 1.51781  -1.5381
3 H -2.48516 1.95148 -2.80567  0.4283
4 C 2.17754 -1.56771 -0.66340  -1.5037
5 H 3.12852 -1.40366 -1.21601  0.3207
6 C -0.02591 -0.36649 -0.18303  0.1590
7 S 0.92152 2.18632 0.27543  -0.3450
8 O 3.27145 1.07403 -0.28515  -0.6988
9 O -0.78832 -1.32287 -0.27729  -0.7695
10 C 2.09559 0.82652 -0.19330  0.8929
11 H -1.91538 1.94282 1.64669  0.4371
12 H -0.54026 1.17126 2.37556  0.3469
13 H -1.92910 0.37914 1.83753  0.3828
14 C 1.35024 -0.32165 -0.44617  0.0127
15 C -0.56809 1.05572 0.09798  1.5618
16 H 2.42813 -2.20234 0.23340  0.2432
17 C -1.39622 1.51304 -0.96201  -1.2889
18 C -2.11777 1.87759 -1.83087  -0.0607

HOMO ... -3.8 eV
Net charge ... -1
LUMO level ... 3.55 eV
Gap between HOMO and LUMO ... 7.35 eV
Total energy ... -857.6987 a.u.
SMILES ... C#C[C@]1(C)SC([O-])=C(C)C1=O

---

5.
A gas-phase ion, C8H7O5 (charge -1) in a non-equilibrium geometry, computed with ωB97M-V/def2-TZVPD.

Each line ends with the Mulliken charge.
Cartesian coordinates (Å):
1 C 0.71797 -0.46838 -2.40842  0.7564
2 H 1.18340 1.43204 -2.69629  0.4192
3 H 1.55179 -1.43023 0.68373  0.4764
4 O 0.79200 -1.68506 -2.28067  -0.7347
5 H -2.43341 1.47809 0.60401  0.3901
6 O 0.03713 0.30037 -3.15949  -0.7864
7 C -1.49907 -0.21165 1.58577  -0.4678
8 H 2.46476 -1.21759 -1.10570  0.3594
9 H -0.61520 -1.89343 2.28819  0.2263
10 H -0.46749 2.01689 -0.92994  0.1890
11 C -0.41881 -1.00475 1.62711  -0.7181
12 C -0.41615 1.18111 -0.10634  -0.9695
13 O 1.50815 0.49409 1.11731  -0.5340
14 H -2.24503 -0.57962 2.17438  0.4543
15 C 1.60130 0.40554 -1.43056  0.3576
16 C -1.53620 0.89025 0.63197  -0.2578
17 O 2.82224 -0.33903 -1.21005  -0.6531
18 O 1.77625 1.62424 -1.97703  -0.6968
19 C 0.86830 0.39890 -0.10183  1.5056
20 C 0.83412 -0.69639 0.92502  -0.3160

⟨S²⟩ ... 2.01
HOMO (alpha / beta) ... -2.5 / -5.0 eV
Net charge ... -1
LUMO level (alpha / beta) ... 3.53 / 0.92 eV
Gap between HOMO and LUMO (alpha / beta) ... 6.02 / 5.90 eV
2S+1 ... 3
Total energy ... -685.1285 a.u.

---

6.
A molecular structure, C8H7O6Re in a non-equilibrium geometry, computed with ωB97M-V/def2-TZVPD.

Each line ends with the Mulliken charge.
Cartesian coordinates (Å):
1 C 2.02294 -0.00421 -1.71555  0.2543
2 H 0.63806 2.56620 -2.10935  0.3980
3 H -2.03703 0.26715 2.11420  0.3616
4 C 1.06006 -0.69766 2.33515  -1.0379
5 O 0.02245 -3.09186 -0.74237  -0.1281
6 H 2.06227 -0.30420 2.10948  0.3789
7 Re 0.01017 -0.15747 -1.78324  1.7572
8 O 0.06835 0.20355 0.34357  -0.5165
9 O -0.15977 -1.69560 -4.48861  -0.0937
10 C 0.02799 -1.99876 -1.13170  -0.0033
11 H -1.10430 1.79226 2.14044  0.3779
12 H -0.87877 0.57433 3.44272  0.4209
13 C -0.09820 -1.07948 -3.50605  0.5281
14 H 0.87558 -0.60058 3.41306  0.4107
15 C -1.06675 0.71855 2.37123  -1.0944
16 O 3.17490 0.05022 -1.63451  -0.0858
17 C 0.01707 0.06114 1.59059  0.6471
18 O -0.47772 2.90356 -0.45760  -0.0133
19 O -3.13442 0.06763 -1.45988  -0.0853
20 H 1.02094 -1.76407 2.06639  0.3472
21 C -1.98961 0.00777 -1.60109  0.2607
22 C -0.05422 2.18153 -1.29689  -0.0845

⟨S²⟩ ... 3.78
HOMO (alpha / beta) ... -22.7 / -23.4 eV
Net charge ... +3
LUMO level (alpha / beta) ... -14.06 / -17.11 eV
Gap between HOMO and LUMO (alpha / beta) ... 8.67 / 6.29 eV
2S+1 ... 4
Total energy ... -837.4060 a.u.

---

Q: total energy of number 3 (C8H7NS)?
A: -761.7688 a.u.

---

Q: Look up the total energy of the third one.
A: -761.7688 a.u.

---

Q: Number 2 is which compound?
A: C8H7NOS

---

Q: Number 3 is which compound?
A: C8H7NS